(1)
The following is a quantum chemistry calculation of a cluster of 2 separate species, C4H11NO2 in total, from the Open Molecules 2025 dataset.

Last column: natural (NBO) charge in e.
Atoms and positions in Å:
C 1.2556 2.8608 -0.1811  -0.741
C 0.1752 2.0199 0.4381  0.797
O -0.9618 1.8084 0.1490  -0.586
O 0.7012 1.1946 1.4627  -0.711
H 1.5618 2.3179 -1.1250  0.259
H 2.2462 2.8313 0.3556  0.249
H 0.9005 3.8839 -0.2400  0.247
H -0.0235 0.4836 1.4492  0.486
C 0.2784 -1.7294 -1.0631  -0.616
C -0.5510 -2.0696 0.2036  -0.219
N -1.8114 -1.3904 0.0904  -0.870
H -0.3836 -1.8281 -1.9112  0.218
H 1.0848 -2.4645 -0.9489  0.204
H 0.6030 -0.7082 -1.0914  0.198
H -0.6433 -3.1173 0.5394  0.199
H 0.0242 -1.7686 1.0927  0.151
H -2.6276 -1.8754 0.3854  0.366
H -1.8287 -0.4491 0.3946  0.370

Its structure (SMILES) is CC(=O)O.CCN. For the energy above the lowest of the compared OMol25 structures with the same formula, charge and spin, the calculation gives 32.1 kcal/mol.



(2)
The following is a quantum chemistry calculation of a structure of composition C48H51As2ClN5O3Sc, from the Open Molecules 2025 dataset.

Last column: Mulliken charge in e.
Atoms and positions in Å:
Sc -0.2166 0.0350 -0.5373  -0.434
C -1.0491 1.0120 3.4111  -1.356
C -1.8388 -0.2754 3.1993  -1.426
As -2.2368 -0.7552 1.3310  2.062
C -3.8481 0.2288 0.8890  -0.147
C -4.0656 1.5166 1.3687  -0.258
C -5.2032 2.2178 0.9975  -0.828
C -6.1191 1.6484 0.1260  -0.564
C -5.8984 0.3721 -0.3687  -0.780
C -4.7702 -0.3384 0.0135  -0.645
C -2.9473 -2.5304 1.6377  0.289
C -4.1485 -2.6637 2.3391  -0.588
C -4.6514 -3.9228 2.6254  -0.814
C -3.9624 -5.0554 2.2175  -0.594
C -2.7661 -4.9291 1.5315  -0.811
C -2.2570 -3.6693 1.2460  -0.310
As 0.2286 1.4508 1.9723  2.193
C 1.8678 0.5852 2.5448  0.048
C 3.0745 1.2732 2.6155  -0.455
C 4.2454 0.5955 2.9277  -1.072
C 4.2191 -0.7691 3.1678  -0.679
C 3.0200 -1.4623 3.0829  -0.762
C 1.8504 -0.7895 2.7650  -0.041
C 0.5399 3.3201 2.3854  0.266
C 0.8613 3.6996 3.6896  -0.897
C 1.0230 5.0404 4.0034  -0.826
C 0.8687 6.0090 3.0230  -0.673
C 0.5553 5.6404 1.7247  -1.238
C 0.3925 4.2984 1.4065  0.098
H -0.4814 0.9693 4.3486  0.674
H -1.7123 1.8811 3.4803  0.630
H -2.7915 -0.2530 3.7436  0.645
H -1.2805 -1.1405 3.5769  0.616
H -3.3594 1.9821 2.0515  0.164
H -5.3807 3.2044 1.4011  0.509
H -7.0102 2.1903 -0.1526  0.437
H -6.6161 -0.0821 -1.0355  0.471
H -4.6235 -1.3482 -0.3593  0.530
H -4.7060 -1.7867 2.6504  0.397
H -5.5813 -4.0198 3.1653  0.444
H -4.3574 -6.0351 2.4412  0.411
H -2.2236 -5.8095 1.2201  0.509
H -1.3036 -3.5957 0.7359  0.389
H 3.1086 2.3437 2.4400  0.511
H 5.1759 1.1398 3.0010  0.598
H 5.1276 -1.2895 3.4313  0.330
H 2.9939 -2.5258 3.2700  0.499
H 0.9236 -1.3552 2.6796  0.048
H 0.9909 2.9532 4.4656  0.370
H 1.2698 5.3294 5.0144  0.453
H 0.9984 7.0515 3.2720  0.416
H 0.4426 6.3956 0.9600  0.476
H 0.1668 4.0125 0.3855  0.502
C -2.7277 3.7136 -1.0738  -1.804
C -2.3252 2.3516 -1.5429  0.130
O -1.5803 1.6053 -0.8628  0.701
N -2.7922 1.9377 -2.7120  0.074
C -2.5370 0.5971 -3.2209  -0.847
C -1.1741 0.4394 -3.8556  0.901
C -1.0901 0.2835 -5.2318  -0.880
C 0.1473 0.1069 -5.8302  -0.621
C 1.2659 0.0903 -5.0230  -1.591
C 1.1003 0.2539 -3.6563  -0.561
N -0.0832 0.4328 -3.0642  1.029
H -2.2898 3.9096 -0.1019  0.216
H -3.8124 3.7649 -0.9901  0.469
H -2.4032 4.4714 -1.7863  0.478
H -3.3856 2.5589 -3.2408  0.299
H -3.3058 0.3906 -3.9643  0.722
H -2.6683 -0.1179 -2.4021  -0.400
H -1.9915 0.2958 -5.8272  0.538
H 0.2283 -0.0206 -6.8989  0.461
H 2.2540 -0.0541 -5.4311  0.554
H 1.9512 0.2275 -2.9925  0.948
Cl 0.4350 -7.8627 -3.2767  -0.169
C 0.2375 -6.2639 -2.6703  0.446
C -0.7396 -5.4421 -3.2223  -1.177
C -0.8977 -4.1619 -2.7298  -0.453
C -0.0799 -3.7064 -1.6960  0.750
C 0.8946 -4.5417 -1.1498  0.140
C 1.0566 -5.8241 -1.6351  -1.299
C -0.2630 -2.3530 -1.1696  0.528
O 0.5092 -1.8906 -0.2500  -0.607
O -1.1634 -1.5779 -1.5848  -0.636
H -1.3610 -5.8138 -4.0213  0.455
H -1.6558 -3.5093 -3.1378  0.587
H 1.5120 -4.1869 -0.3365  0.571
H 1.8007 -6.4874 -1.2233  0.457
C 5.5643 -1.1400 -0.7049  -0.823
C 4.3843 -1.8573 -0.0830  -0.611
N 3.1696 -1.1031 -0.3407  0.874
C 3.0987 0.2244 -0.5595  -0.770
N 1.8929 0.7695 -0.7039  2.317
C 1.8432 2.2220 -0.8926  -0.317
C 3.0372 2.7524 -1.6669  -0.783
C 4.2763 2.3522 -0.8983  -0.733
N 4.2548 0.9204 -0.6431  0.239
C 5.5253 0.3095 -0.2636  -0.334
H 5.5134 -1.1952 -1.7937  0.275
H 6.4969 -1.6046 -0.3888  0.453
H 4.5316 -1.9695 0.9982  0.248
H 4.2578 -2.8541 -0.5117  0.433
H 2.2824 -1.5603 -0.1669  -0.104
H 1.8100 2.7374 0.0805  -0.346
H 0.9113 2.4695 -1.4177  -0.091
H 2.9884 3.8363 -1.7619  0.439
H 3.0632 2.3295 -2.6728  0.247
H 4.3290 2.8989 0.0513  0.229
H 5.1875 2.5757 -1.4565  0.565
H 5.6605 0.3848 0.8228  -0.053
H 6.3174 0.8902 -0.7374  0.448

As for the net charge: +2.



(3)
The following is a quantum chemistry calculation of an isolated molecule of C5H10N2O, from the Open Molecules 2025 dataset.

Last column: natural (NBO) charge in e.
Atoms and positions in Å:
H 2.7089 -0.5358 1.7248  0.344
N 2.2191 -1.3048 1.2656  -0.714
C 1.3209 -0.8679 0.4725  0.556
O 0.4545 -1.5326 -0.2695  -0.504
C -0.3657 -0.1803 -0.4996  0.295
C -1.7501 -0.3515 0.0935  -0.644
C -0.3844 0.0936 -1.9913  -0.638
C 0.7360 0.5649 0.2773  -0.176
N 0.2562 1.2136 1.5011  -0.837
H -2.2977 0.5969 0.0603  0.233
H -2.3265 -1.0894 -0.4727  0.228
H -1.7057 -0.6785 1.1358  0.223
H 0.6264 0.1055 -2.4096  0.222
H -0.8413 1.0705 -2.1870  0.223
H -0.9631 -0.6675 -2.5228  0.224
H 1.3978 1.1834 -0.3363  0.221
H -0.0313 0.5551 2.2250  0.371
H 0.9460 1.8249 1.9329  0.372

Its structure (SMILES) is [H]/N=C1/OC(C)(C)[C@H]1N. For the energy above the lowest of the compared OMol25 structures with the same formula, charge and spin, the calculation gives 29.5 kcal/mol.



Number 1: orbital gap 9.62 eV. Number 2: orbital gap 8.46 eV. Number 3: orbital gap 9.90 eV.